Arrangement one

Entry from the OMol25 dataset: a molecular structure, C43H42N3O6P2S2V (the ωB97M-V functional and the def2-TZVPD basis).

HOMO-LUMO gap: 5.51 eV
LUMO: -7.2 eV
Total charge: +2

CARTESIAN COORDINATES (ANGSTROEM)
V 0.21606 -0.16657 0.14293
O 0.31514 3.61764 -2.44798
C 1.16248 4.25636 -1.60293
C 1.63482 5.50343 -1.99668
C 2.51423 6.20044 -1.19290
C 2.95369 5.66772 0.01882
C 2.47476 4.44953 0.43575
C 1.57217 3.72785 -0.36231
C 1.03901 2.48605 0.16240
O 0.57371 1.53921 -0.65970
N 0.92114 2.29878 1.44775
N 0.32574 1.12311 1.65948
C -0.10399 0.70945 2.81421
C -1.14424 -0.27461 2.90410
C -1.58940 -0.73433 4.15402
C -2.73012 -1.49269 4.25329
C -3.48026 -1.78423 3.10793
C -3.07507 -1.35181 1.86399
C -1.89391 -0.62221 1.74286
O -1.39399 -0.23974 0.56641
H 0.03221 2.78196 -2.06455
H 1.28484 5.91214 -2.93529
H 2.86274 7.17370 -1.51148
H 3.65381 6.21560 0.63366
H 2.79147 4.00145 1.36749
H 0.23241 1.19808 3.72397
H -1.01145 -0.47167 5.03127
H -3.06160 -1.84512 5.21989
H -4.38853 -2.36422 3.19857
H -3.64540 -1.57301 0.97039
C 2.15057 -6.72610 -5.60740
S 1.13540 -5.97151 -4.31648
C 0.60414 -4.44607 -5.17032
C 0.11405 -3.43516 -4.13843
C 1.27014 -2.92373 -3.27741
N 0.86948 -2.11690 -2.10983
P 0.92344 -0.43323 -2.08842
C -0.10247 0.26521 -3.39174
C 0.34858 0.23812 -4.71107
C -0.48660 0.68151 -5.72320
C -1.75981 1.14975 -5.42632
C -2.19690 1.20530 -4.10938
C -1.36740 0.77080 -3.08982
C 2.61394 0.07302 -2.37303
C 2.87708 1.38365 -2.77445
C 4.18837 1.81732 -2.86903
C 5.23075 0.94877 -2.57776
C 4.96657 -0.36595 -2.21321
C 3.66057 -0.80393 -2.09146
P -0.00174 -2.54798 -0.68992
C -1.57262 -3.26146 -1.22353
C -1.88008 -4.60932 -1.05747
C -3.09339 -5.09256 -1.52338
C -4.00329 -4.23851 -2.12955
C -3.70874 -2.88682 -2.27106
C -2.50016 -2.39824 -1.80971
C 0.91103 -3.81185 0.21408
C 1.46505 -4.94703 -0.37944
C 2.12115 -5.87720 0.41129
C 2.21541 -5.69472 1.78493
C 1.65745 -4.57082 2.38063
C 1.00677 -3.63240 1.59742
H 2.51292 -7.66908 -5.20632
H 2.99237 -6.07737 -5.84005
H 1.55286 -6.91208 -6.49635
H -0.20233 -4.70687 -5.85283
H 1.45425 -4.06448 -5.73963
H -0.62909 -3.92445 -3.50901
H -0.37430 -2.59659 -4.64021
H 1.92149 -2.29236 -3.88782
H 1.86575 -3.76813 -2.93365
H 1.34746 -0.11187 -4.94304
H -0.14042 0.67070 -6.74806
H -2.40719 1.48967 -6.22323
H -3.18004 1.59581 -3.88266
H -1.68303 0.84904 -2.05438
H 2.06335 2.05735 -3.01706
H 4.39364 2.83491 -3.17331
H 6.25379 1.29402 -2.64346
H 5.78579 -1.04881 -2.02661
H 3.44178 -1.82524 -1.79894
H -1.17314 -5.27850 -0.58409
H -3.32901 -6.14256 -1.41252
H -4.94824 -4.62278 -2.48954
H -4.42357 -2.22109 -2.73670
H -2.26085 -1.34928 -1.91022
H 1.37657 -5.11863 -1.44563
H 2.55481 -6.75355 -0.05187
H 2.71783 -6.43463 2.39338
H 1.73092 -4.43187 3.45097
H 0.57759 -2.74821 2.06020
C 4.13969 -1.67886 1.33889
S 2.91322 -0.39435 1.42497
O 2.36380 -0.42957 2.74674
O 3.41127 0.83163 0.88840
O 1.76868 -0.89140 0.44595
H 4.58239 -1.73746 2.33025
H 4.88178 -1.39857 0.59879
H 3.64586 -2.61723 1.08937

Here are the Mulliken charges for atoms 1 to 4, given in e: number 1, V, carries -1.545; number 2, O, carries -0.694; number 3, C, carries 0.812; number 4, C, carries -0.763


Arrangement two

Entry from the OMol25 dataset: a molecular structure, C43H42N3O6P2S2V (the ωB97M-V functional and the def2-TZVPD basis).

HOMO-LUMO gap: 4.87 eV
LUMO: -7.4 eV
Total charge: +2

CARTESIAN COORDINATES (ANGSTROEM)
V -0.84585 -0.10096 0.16505
O 1.05030 0.83230 4.94961
C -0.18438 1.32491 5.03034
C -0.49652 2.09784 6.15177
C -1.75774 2.62236 6.31468
C -2.74392 2.43024 5.34389
C -2.44761 1.70832 4.21281
C -1.17438 1.13665 4.02951
C -0.85194 0.41893 2.81527
O -1.53620 0.49955 1.72105
N 0.25349 -0.31013 2.76584
N 0.44975 -0.84428 1.56919
C 1.26522 -1.86034 1.46652
C 1.53277 -2.53279 0.23589
C 2.42429 -3.60861 0.11409
C 2.57114 -4.25947 -1.09404
C 1.84827 -3.85250 -2.21461
C 0.95116 -2.80811 -2.13031
C 0.78368 -2.14095 -0.91100
O -0.06333 -1.16900 -0.72599
H 1.12577 0.21934 4.19035
H 0.28360 2.23709 6.88429
H -1.98123 3.17826 7.21002
H -3.73189 2.83972 5.49477
H -3.19779 1.53842 3.45515
H 1.74243 -2.22997 2.37362
H 2.99892 -3.92187 0.97241
H 3.24758 -5.09736 -1.17306
H 1.98476 -4.35781 -3.15812
H 0.36832 -2.48788 -2.98051
C -0.39980 8.20855 -1.43122
S -0.39286 7.19866 -2.93338
C 0.79656 5.88618 -2.48550
C 0.09254 4.72516 -1.79672
C 1.02592 3.52317 -1.63587
N 0.36279 2.35636 -1.06772
P 0.28994 1.98377 0.56052
C -0.90573 3.17879 1.25279
C -1.95965 3.52121 0.40396
C -2.90075 4.45547 0.79100
C -2.81742 5.04039 2.04672
C -1.79328 4.67991 2.90900
C -0.84439 3.74360 2.52654
C 1.89607 2.33875 1.33679
C 2.13040 3.61547 1.84794
C 3.30019 3.88054 2.53637
C 4.25804 2.89152 2.68802
C 4.05973 1.64288 2.11727
C 2.87772 1.35572 1.45579
P -0.46749 1.07490 -1.99487
C -1.51296 2.03812 -3.13556
C -0.95262 2.55505 -4.30391
C -1.74923 3.25512 -5.19576
C -3.09855 3.43336 -4.93557
C -3.65895 2.90782 -3.78108
C -2.86996 2.21457 -2.87792
C 0.98190 0.41930 -2.86401
C 0.87187 -0.14914 -4.13079
C 2.00273 -0.64741 -4.75927
C 3.24270 -0.56754 -4.14153
C 3.35255 -0.01187 -2.87484
C 2.22546 0.47178 -2.23377
H -0.88277 9.14480 -1.69195
H 0.62279 8.39866 -1.12166
H -0.95872 7.71820 -0.63907
H 1.57593 6.32525 -1.86512
H 1.22960 5.56519 -3.43201
H -0.76139 4.43536 -2.41090
H -0.27253 5.03983 -0.81703
H 1.87018 3.79198 -0.99114
H 1.43019 3.24116 -2.61299
H -2.01395 3.06573 -0.57787
H -3.69396 4.73147 0.11241
H -3.55306 5.76886 2.35198
H -1.72951 5.12999 3.88777
H -0.05911 3.47065 3.21679
H 1.39679 4.39391 1.70824
H 3.45081 4.85604 2.96984
H 5.15856 3.09140 3.24669
H 4.81942 0.88355 2.20695
H 2.71677 0.36698 1.03928
H 0.09686 2.41219 -4.51674
H -1.32085 3.65119 -6.10514
H -3.71681 3.97486 -5.63528
H -4.71469 3.02485 -3.59127
H -3.31499 1.78414 -1.99134
H -0.09670 -0.20610 -4.60706
H 1.91763 -1.08169 -5.74418
H 4.12250 -0.93628 -4.64890
H 4.31701 0.05404 -2.39249
H 2.30883 0.89500 -1.23775
C -2.63267 -2.65202 -1.40907
S -2.76317 -0.88958 -1.77544
O -2.58058 -0.17039 -0.48346
O -4.00715 -0.61735 -2.39418
O -1.57667 -0.54530 -2.63072
H -3.61858 -3.08468 -1.53055
H -2.28791 -2.78147 -0.38515
H -1.95227 -3.10455 -2.12044

Here are the Mulliken charges for atoms 1 to 4, given in e: number 1, V, carries -1.171; number 2, O, carries -0.656; number 3, C, carries 0.544; number 4, C, carries -0.590


The most stable arrangement is arrangement one, and the next structure is 0.0406 hartree less stable.


Arrangement one

Entry from the OMol25 dataset: C2H2OS2 in the gas phase (the ωB97M-V functional and the def2-TZVPD basis).

HOMO-LUMO gap (alpha / beta): 7.35 / 7.12 eV
LUMO (alpha / beta): -2.1 / -2.2 eV

CARTESIAN COORDINATES (ANGSTROEM)
C 0.89297 -0.52299 -0.15651
C 0.12261 0.64539 0.18598
O 2.07533 -0.62370 0.12698
S -2.32543 -0.79266 -0.12748
S -1.52831 0.93720 0.01913
H 0.19549 -1.08618 -0.83444
H 0.56734 1.44294 0.78634

Here are the Mulliken charges for atoms 1 to 4, given in e: number 1, C, carries 0.217; number 2, C, carries -0.161; number 3, O, carries -0.471; number 4, S, carries -0.229


Arrangement two

Entry from the OMol25 dataset: C2H2OS2 in the gas phase (the ωB97M-V functional and the def2-TZVPD basis).

Structure (SMILES): O=CC(=S)S
HOMO-LUMO gap: 7.87 eV
LUMO: -1.6 eV

CARTESIAN COORDINATES (ANGSTROEM)
C -0.33872 0.31284 0.05331
C 1.05510 -0.05885 0.49854
H -2.01703 -0.56982 -1.29021
H 1.43162 0.56667 1.35852
O 1.69010 -0.98748 0.02295
S -0.76359 -0.94772 -1.11550
S -1.05749 1.68437 0.47238

Here are the Mulliken charges for atoms 1 to 4, given in e: number 1, C, carries 0.254; number 2, C, carries 0.064; number 3, H, carries 0.140; number 4, H, carries 0.306


The most stable arrangement is arrangement two, and the next structure is 0.0358 hartree less stable.